1.
{"formula": "C6H9MnO4P", "method": "wB97M-V/def2-TZVPD", "symbols": ["O", "C", "Mn", "C", "C", "O", "O", "C", "P", "C", "C", "O", "H", "H", "H", "H", "H", "H", "H", "H", "H"], "xyz": [[0.00049, 2.80240, -3.50873], [0.00049, 1.72180, -3.12663], [-0.00001, 0.00000, -2.51793], [1.49089, -0.86160, -3.12613], [-1.49131, -0.86020, -3.12733], [2.42659, -1.40240, -3.50793], [-2.42711, -1.40000, -3.51003], [0.94789, 0.17560, 2.71997], [0.43449, 0.08050, 0.96607], [-0.12961, -1.64110, 1.22457], [-0.72411, 1.47230, 1.22967], [-0.00001, 0.00000, -0.51793], [0.26399, 0.79780, 3.25867], [1.93209, 0.59100, 2.78147], [1.00789, -0.79450, 3.22087], [-0.56421, -1.79680, 2.21637], [-0.91201, -1.91650, 0.50857], [0.71259, -2.31910, 1.08877], [-0.45701, 2.27200, 0.52907], [-1.73811, 1.13640, 0.98567], [-0.77391, 1.94240, 2.21297]], "forces_ev_per_angstrom": [[0.0, -3.8, 1.3], [0.0, 9.2, -3.0], [0.1, 0.0, 6.4], [7.9, -4.6, -3.0], [-7.9, -4.6, -2.9], [-3.3, 1.9, 1.3], [3.3, 1.9, 1.3], [4.2, -0.3, 0.9], [-6.8, -1.4, 3.2], [-1.1, -0.1, -0.2], [-0.6, 0.5, -0.1], [2.9, 0.7, -4.7], [-0.4, 0.4, -0.3], [0.7, 0.6, 0.8], [0.1, 0.0, -0.7], [0.3, 0.0, -0.1], [0.3, 0.1, 0.1], [0.2, -0.1, 0.2], [-0.1, -0.1, -0.1], [0.2, 0.1, -0.1], [0.2, -0.2, -0.2]], "charge": 2, "e_above_lowest_ev": 3.219, "homo_lumo_gap_ha": [0.3083, 0.2346], "s2": 8.7741, "spin_multiplicity": 6, "energy_ha": -2026.5387, "largest_force_ev_per_a": 9.65}


2.
{"formula": "C18H15BrN5O6PS", "method": "wB97M-V/def2-TZVPD", "symbols": ["O", "O", "Br", "N", "N", "O", "O", "O", "O", "S", "C", "C", "C", "C", "C", "C", "C", "C", "C", "C", "C", "C", "C", "N", "N", "N", "C", "C", "C", "C", "C", "P", "H", "H", "H", "H", "H", "H", "H", "H", "H", "H", "H", "H", "H", "H", "H"], "xyz": [[-3.08410, -1.85598, -4.28945], [0.03310, 2.94491, 5.78652], [-4.91160, 2.26236, -0.58077], [0.95298, -2.17411, -2.12722], [-3.76171, 0.36613, -2.27873], [-0.11211, 1.86549, 0.16971], [-2.60435, 3.94238, 1.20539], [1.41457, 2.18489, 3.61496], [-1.21061, 2.66324, 3.48208], [-0.26490, 0.24514, 5.31962], [-2.23326, -1.34161, -3.57473], [-0.05333, -1.40246, -2.35297], [-3.51097, 1.28780, -1.41641], [-2.53227, -0.22019, -2.63488], [0.71120, -3.34635, -2.93345], [-0.46758, -3.19155, -3.57556], [-1.54886, 0.31634, -1.88228], [2.95376, -7.05993, -2.65781], [1.94732, -6.87017, -3.61270], [3.19415, -6.03841, -1.79076], [1.27530, -5.67990, -3.82745], [2.51322, -4.83508, -1.91812], [1.48605, -4.62481, -2.88255], [-0.29044, -0.08394, -1.82291], [-0.97585, -1.97773, -3.28228], [-2.12092, 1.30759, -1.04002], [1.36560, 1.60601, 2.29511], [-1.17328, 2.09446, 2.15115], [0.20746, 2.29101, 1.57528], [-1.41667, 2.30170, -0.19507], [-2.16308, 2.57807, 1.12078], [0.00115, 2.14256, 4.52096], [-2.44613, 4.41375, 2.08996], [0.08434, 1.05278, 6.40074], [-0.86570, -3.90095, -4.21815], [3.53299, -8.01683, -2.63489], [1.73415, -7.64868, -4.29268], [3.95357, -6.21793, -1.03743], [0.44942, -5.53850, -4.57338], [2.50911, -3.98465, -1.26502], [0.35845, 0.25629, -1.14245], [1.16305, 0.54686, 2.43159], [2.27153, 1.74097, 1.76857], [-1.42935, 1.05313, 2.35127], [0.52204, 3.35800, 1.46461], [-1.48239, 3.17940, -0.80786], [-2.99641, 1.84026, 1.30752]], "forces_ev_per_angstrom": [[1.8, 0.7, 0.4], [0.3, -0.1, -2.4], [0.7, -0.2, -0.4], [0.1, -1.0, -0.5], [0.4, 0.1, -0.7], [0.7, -0.2, 0.2], [0.8, 0.1, 1.1], [-1.8, 0.3, 0.5], [1.2, -0.3, 0.8], [0.2, 0.3, -0.1], [-2.7, -1.2, 0.7], [-0.5, 0.4, -0.7], [0.9, -0.9, 0.3], [-0.2, -0.3, -0.6], [0.2, 0.5, 1.3], [1.2, -0.5, 0.0], [-1.6, 2.3, 1.9], [-0.5, -1.0, -1.0], [0.3, 0.2, -0.6], [0.7, 0.6, 0.6], [-1.0, 1.4, 1.4], [-2.2, 0.8, -0.7], [1.4, -0.7, -0.5], [2.0, -2.9, -1.1], [-0.1, 3.2, 1.5], [-0.3, -1.3, -0.7], [-2.1, -0.8, 0.4], [1.4, 0.1, 2.0], [-0.6, 0.8, -2.5], [-1.0, -0.4, 0.4], [-1.6, 0.1, 1.6], [0.2, 2.0, 0.8], [-0.1, -1.6, -1.7], [-0.4, -1.1, -0.5], [-1.2, -0.7, -1.0], [-0.7, 1.0, 0.1], [-0.1, -0.9, -0.6], [-0.1, 0.5, 0.1], [1.1, -0.6, 0.5], [1.0, 0.0, 0.8], [0.1, 0.2, 0.3], [0.1, -0.4, -0.3], [1.1, 0.3, -0.2], [0.5, -0.4, -0.6], [-0.7, -0.5, 0.5], [0.9, 1.0, 0.0], [0.2, 1.3, -0.8]], "e_above_lowest_ev": 0.000, "homo_lumo_gap_ha": 0.3040, "energy_ha": -4733.7317, "largest_force_ev_per_a": 3.74}


3.
{"formula": "C5H10N3OS", "method": "wB97M-V/def2-TZVPD", "symbols": ["C", "C", "C", "C", "C", "N", "N", "N", "O", "S", "H", "H", "H", "H", "H", "H", "H", "H", "H", "H"], "xyz": [[-1.04305, 0.44534, -1.28045], [-0.50662, 2.09487, 0.50451], [1.08316, 2.04216, -1.25310], [-0.82046, -1.52607, 1.82130], [0.92577, -1.58898, 0.15750], [-1.09525, -0.68009, -0.53765], [-0.22700, 1.61294, -0.62911], [-0.25764, -0.92850, 0.59001], [-1.57866, 0.66454, -2.29064], [-0.56017, 2.76581, 1.87391], [1.30318, 1.80093, -2.22520], [1.25698, 3.09197, -1.40350], [1.88680, 1.76558, -0.62849], [-1.01913, -2.59802, 1.69836], [-0.12963, -1.35848, 2.71725], [-1.77237, -0.90290, 2.11282], [1.68212, -1.56447, 0.98463], [0.86059, -2.61226, -0.35693], [1.40916, -1.07328, -0.73800], [-1.39778, -1.45110, -1.11723]], "forces_ev_per_angstrom": [[0.4, 0.3, 1.7], [0.8, 0.2, 0.4], [-0.2, 1.3, 1.5], [-1.6, 1.8, 0.9], [2.8, -0.6, -1.9], [0.3, -0.2, 1.4], [0.5, -0.1, -0.4], [0.0, 0.7, -0.5], [-0.4, 0.3, -1.5], [-0.4, -0.4, -0.7], [-0.5, -2.0, -2.4], [-1.1, 1.1, 0.8], [0.7, -0.9, 0.8], [-0.2, 0.2, 0.2], [-0.6, -0.3, -1.6], [1.6, -1.5, -0.7], [-0.7, -0.4, -0.8], [-0.5, 0.7, 1.4], [-0.6, 0.1, 1.3], [-0.2, -0.5, 0.1]], "charge": 1, "e_above_lowest_ev": 2.616, "homo_lumo_gap_ha": 0.2873, "energy_ha": -833.8509, "largest_force_ev_per_a": 3.45}